No. 1
# C34H79F12O19PS3

A cluster of 11 separate species, C34H79F12O19PS3 in total at a distorted geometry (wB97M-V/def2-TZVPD, OMol25).

Properties
SMILES: O=C(O)CC[C@]1(CCCCC(F)(F)C(F)(F)S(F)(F)(F)(F)F)OS(=O)(=O)O[C@]1(C[C@@H](O)C(F)(F)F)P(O)(O)=S.CCO.CCO.CCO.CCO.CCO.CCO.CCO.CCO.CCO.CCO
HOMO-LUMO gap in Eh: 0.34493
Multiplicity: 1

Each line ends with the Löwdin charge.
Atoms and positions in Å:
O -4.0382 -0.4185 3.3758  0.09
C -3.4712 -0.4389 2.2905  -0.51
O -3.7347 -1.3842 1.3593  0.10
C -2.4430 0.5759 1.8901  -0.06
C -2.7169 1.1895 0.4984  -0.09
C -2.6840 2.7173 0.4610  -0.39
C -1.3172 3.3708 0.3211  -0.08
C -0.1248 2.7005 1.0103  -0.13
C 0.7791 1.9341 0.0200  -0.15
C 2.0395 2.7274 -0.3617  -0.05
C 3.3285 2.1929 0.2452  -0.45
F 3.9701 3.2406 0.8543  0.10
F 3.1291 1.2748 1.2068  0.13
C 4.3775 1.6979 -0.7918  -0.40
F 4.4178 2.5181 -1.8653  0.12
F 5.6006 1.7351 -0.2123  0.12
S 4.1348 -0.0899 -1.3895  0.76
F 2.6103 -0.0564 -1.0053  -0.11
F 4.5263 -0.6218 0.0425  -0.14
F 5.6506 -0.1590 -1.8351  -0.12
F 3.7532 0.3790 -2.8544  -0.13
F 3.9511 -1.5841 -1.8502  -0.11
O -3.4100 3.2149 1.6158  -0.14
S -4.9617 2.9338 1.4164  0.64
O -5.6676 3.9681 2.0678  -0.19
O -5.3668 1.6054 1.7117  -0.18
O -4.9247 3.0259 -0.2005  -0.17
C -3.5939 3.2811 -0.6649  -0.43
C -3.4908 4.8297 -0.8266  -0.07
C -4.8013 5.5378 -1.1765  -0.28
O -5.5419 5.9317 -0.0555  0.03
C -4.4515 6.8008 -1.9638  -0.55
F -3.5809 7.5749 -1.2601  0.13
F -5.5544 7.5589 -2.1700  0.14
F -3.9131 6.5362 -3.1690  0.14
P -3.3719 2.6284 -2.3720  0.28
O -2.9500 1.0918 -2.3525  -0.18
O -2.0771 3.3713 -2.9397  -0.17
S -4.9048 2.8717 -3.5203  0.42
H -4.6046 -1.7488 1.5706  0.10
H -1.4991 0.0475 1.8167  0.11
H -2.3280 1.2763 2.6996  0.12
H -1.9696 0.8257 -0.1942  0.12
H -3.6602 0.8258 0.1201  0.11
H -1.1156 3.4389 -0.7411  0.11
H -1.3829 4.3914 0.6696  0.12
H -0.4112 2.0908 1.8493  0.09
H 0.4620 3.5076 1.4288  0.11
H 0.1990 1.8241 -0.8908  0.10
H 0.9942 0.9339 0.3521  0.07
H 2.1221 2.7534 -1.4389  0.12
H 1.9390 3.7568 -0.0565  0.13
H -3.1466 5.2391 0.1140  0.13
H -2.7560 5.1181 -1.5684  0.11
H -5.4618 4.9488 -1.7942  0.11
H -4.9586 6.3971 0.5455  0.11
H -3.6478 0.6058 -2.8031  0.07
H -1.7176 2.7901 -3.6190  0.09
C 2.4239 -2.6385 1.2872  -0.07
C 1.5326 -1.6973 2.0653  -0.28
O 0.5997 -1.0283 1.2108  -0.10
H 2.9712 -2.0947 0.5186  0.04
H 3.1404 -3.1275 1.9479  0.09
H 1.8403 -3.4046 0.7856  0.05
H 2.1192 -0.9176 2.5505  0.11
H 0.9816 -2.2428 2.8373  0.11
H 0.0560 -1.6989 0.7838  0.09
C -3.7370 -5.4950 0.4137  -0.08
C -4.5036 -4.6445 1.4077  -0.31
O -5.4352 -3.7771 0.7531  -0.09
H -3.2044 -4.8619 -0.2960  0.08
H -3.0139 -6.1354 0.9203  0.06
H -4.4195 -6.1269 -0.1605  0.07
H -3.8226 -4.0045 1.9659  0.10
H -5.0428 -5.2788 2.1192  0.11
H -6.0380 -4.3398 0.2627  0.08
C -0.7022 5.2892 4.6911  -0.09
C -1.3378 3.9145 4.5929  -0.30
O -0.3788 2.9129 4.2494  -0.09
H -0.2259 5.5565 3.7466  0.07
H -1.4459 6.0486 4.9359  0.08
H 0.0715 5.3036 5.4620  0.07
H -2.0962 3.8978 3.8113  0.10
H -1.8185 3.6460 5.5385  0.11
H 0.2930 2.8981 4.9353  0.08
C 0.1673 -7.4635 2.6487  -0.08
C 0.5751 -6.0030 2.6194  -0.31
O -0.5268 -5.1666 2.2541  -0.09
H -0.2130 -7.7664 1.6725  0.07
H 1.0097 -8.1026 2.9139  0.08
H -0.6310 -7.6287 3.3760  0.07
H 1.3560 -5.8391 1.8799  0.10
H 0.9531 -5.6903 3.5963  0.09
H -1.2172 -5.2971 2.9095  0.07
C 2.6704 -6.1042 7.5120  -0.09
C 1.5754 -6.4063 6.5053  -0.32
O 1.5178 -7.8020 6.2123  -0.09
H 3.6359 -6.4355 7.1301  0.08
H 2.7254 -5.0360 7.7266  0.07
H 2.4894 -6.6353 8.4491  0.07
H 1.7696 -5.8923 5.5671  0.09
H 0.6010 -6.0758 6.8816  0.11
H 1.3340 -8.2575 7.0372  0.08
C -7.2607 0.0989 -7.5310  -0.09
C -6.5515 0.4029 -6.2237  -0.33
O -5.4022 1.2217 -6.4207  -0.13
H -6.5817 -0.3983 -8.2240  0.07
H -8.1279 -0.5427 -7.3684  0.07
H -7.5991 1.0209 -8.0089  0.07
H -6.2001 -0.5167 -5.7581  0.11
H -7.2340 0.8995 -5.5255  0.11
H -5.6935 2.0465 -6.8167  0.07
C 6.9373 -3.6783 -0.0398  -0.08
C 7.1926 -2.9440 1.2636  -0.30
O 7.2907 -1.5395 1.0403  -0.08
H 7.7387 -3.4754 -0.7504  0.06
H 6.8730 -4.7560 0.1191  0.08
H 6.0044 -3.3387 -0.4985  0.05
H 8.1317 -3.2690 1.7082  0.11
H 6.3870 -3.1414 1.9799  0.11
H 6.4596 -1.2539 0.6550  0.04
C 2.8639 -4.7225 -3.0393  -0.08
C 3.3506 -5.2096 -1.6870  -0.30
O 2.3250 -5.1352 -0.6978  -0.10
H 2.5087 -3.6941 -2.9657  0.07
H 3.6608 -4.7657 -3.7828  0.08
H 2.0296 -5.3333 -3.3921  0.07
H 4.1697 -4.5869 -1.3297  0.09
H 3.7113 -6.2410 -1.7585  0.11
H 1.5945 -5.6896 -0.9847  0.08
C 10.5375 -1.9474 -1.1949  -0.09
C 11.4088 -3.1621 -1.4494  -0.32
O 10.6265 -4.3549 -1.4930  -0.09
H 9.9959 -2.0586 -0.2553  0.07
H 11.1321 -1.0339 -1.1519  0.07
H 9.7924 -1.8386 -1.9871  0.07
H 12.1371 -3.2888 -0.6506  0.11
H 11.9523 -3.0560 -2.3946  0.11
H 9.9904 -4.2546 -2.2050  0.07
C -5.4609 9.9261 -5.1097  -0.09
C -3.9745 10.1361 -5.3314  -0.32
O -3.2828 10.3537 -4.1038  -0.08
H -5.8949 10.7876 -4.6021  0.08
H -5.9830 9.7759 -6.0561  0.07
H -5.6332 9.0532 -4.4768  0.06
H -3.7975 11.0165 -5.9468  0.11
H -3.5390 9.2699 -5.8419  0.11
H -3.4171 9.5799 -3.5506  0.06

No. 2
# C34H83N5O8S2

A structure of composition C34H83N5O8S2 at a distorted geometry (wB97M-V/def2-TZVPD, OMol25).

Properties
HOMO-LUMO gap in Eh: 0.28223
Relative energy (zero: lowest compared OMol25 entry of this formula, charge and spin) in kcal/mol: 60.5
Multiplicity: 1

Each line ends with the Löwdin charge.
Atoms and positions in Å:
C 1.5738 3.4331 -3.6904  -0.09
C 1.6208 2.0097 -4.2518  -0.28
N 0.7073 1.7688 -5.3508  -0.17
C 1.3648 0.9670 -6.3644  -0.28
C 0.5836 0.8500 -7.6590  -0.08
C -0.5231 1.0759 -4.9498  -0.26
C -1.3779 1.6667 -3.8561  -0.07
H 2.0411 4.1288 -4.3977  0.07
H 2.0825 3.4710 -2.7299  0.06
H 0.5490 3.7771 -3.5719  0.06
H 2.6644 1.7836 -4.4978  0.11
H 1.4536 1.3217 -3.3941  0.10
H 2.3746 1.3434 -6.5200  0.11
H 1.5026 -0.0604 -5.9568  0.12
H -0.2643 0.1751 -7.5308  0.05
H 0.1416 1.8080 -7.9446  0.08
H 1.2159 0.4798 -8.4624  0.07
H -0.2914 0.0120 -4.7351  0.10
H -1.0907 1.0457 -5.8854  0.09
H -1.9459 2.5396 -4.1976  0.08
H -0.8096 1.9657 -2.9800  0.06
H -2.1459 0.9404 -3.5898  0.06
C 3.0612 -2.8011 1.3519  -0.07
C 1.6165 -2.4817 0.9688  -0.23
N 1.3937 -1.1804 0.3121  -0.19
C 1.9295 -1.1958 -1.0568  -0.24
C 0.9884 -1.9474 -1.9780  -0.07
C 1.8385 -0.0610 1.1282  -0.24
C 1.1781 -0.0798 2.5020  -0.09
H 3.7322 -2.7781 0.4904  0.07
H 3.1423 -3.8482 1.6685  0.08
H 3.4322 -2.1954 2.1743  0.04
H 1.2534 -3.2388 0.2702  0.11
H 0.9800 -2.5723 1.8529  0.09
H 2.0019 -0.1580 -1.4095  0.10
H 2.9758 -1.5510 -1.1165  0.11
H 0.8765 -3.0028 -1.7242  0.07
H -0.0013 -1.5189 -1.8017  0.04
H 1.2003 -1.8695 -3.0442  0.07
H 1.5771 0.8532 0.5859  0.11
H 2.9309 -0.0764 1.2885  0.12
H 1.6677 -0.8328 3.1204  0.05
H 0.0934 -0.1748 2.5028  0.04
H 1.3950 0.8904 2.9639  0.08
C 4.2550 -1.5004 4.8834  -0.09
C 5.5750 -0.9572 5.4036  -0.26
N 5.4816 0.2479 6.1868  -0.22
C 4.5028 1.2120 5.7745  -0.24
C 4.8715 2.0420 4.5048  -0.07
C 6.7688 0.7637 6.4525  -0.30
C 6.7858 1.9454 7.4060  -0.09
H 4.4510 -2.3808 4.2703  0.07
H 3.6788 -0.7612 4.3339  0.04
H 3.6352 -1.8888 5.7020  0.09
H 6.1790 -1.7207 5.8931  0.12
H 6.1586 -0.6921 4.4847  0.12
H 3.5562 0.7062 5.6094  0.09
H 4.3822 1.9069 6.6024  0.10
H 5.2318 3.0379 4.7837  0.06
H 5.5477 1.5689 3.7996  0.07
H 3.9482 2.3106 3.9701  0.06
H 7.3166 1.0206 5.5227  0.12
H 7.3572 -0.0238 6.9338  0.12
H 7.8129 2.2786 7.5515  0.07
H 6.2644 1.6726 8.3223  0.08
H 6.2826 2.8267 6.9964  0.06
C -0.5718 -2.0410 4.1786  -0.09
C -1.2110 -0.7213 4.5826  -0.25
N -2.5564 -0.5403 4.0233  -0.17
C -2.9724 0.8616 4.1152  -0.27
C -4.3418 1.1391 3.5240  -0.08
C -3.5218 -1.4662 4.5885  -0.26
C -3.7687 -1.4026 6.0905  -0.08
H 0.5186 -1.9635 4.1186  0.05
H -0.9149 -2.3870 3.2025  0.07
H -0.7594 -2.8506 4.8910  0.08
H -1.1961 -0.6124 5.6803  0.11
H -0.5644 0.0828 4.2151  0.08
H -2.2355 1.4849 3.6087  -0.13
H -3.0738 1.1956 5.1663  0.12
H -4.5010 0.7392 2.5164  0.08
H -4.4508 2.2249 3.4383  0.07
H -5.1663 0.7633 4.1299  0.06
H -4.4553 -1.3867 4.0328  0.11
H -3.1734 -2.4674 4.3067  0.11
H -2.8702 -1.4743 6.6986  0.06
H -4.2726 -0.4694 6.3596  0.07
H -4.4349 -2.2217 6.3677  0.07
C -1.6340 -2.3026 -4.7187  -0.08
C -2.9959 -2.6997 -5.1653  -0.25
N -3.2607 -2.3844 -6.5720  -0.19
C -3.1025 -0.9966 -6.9167  -0.26
C -4.1303 -0.0161 -6.3166  -0.06
C -4.4835 -3.0047 -7.0077  -0.28
C -4.8898 -2.6563 -8.4326  -0.09
H -1.5337 -1.2174 -4.7865  0.03
H -0.8554 -2.7387 -5.3490  0.09
H -1.4643 -2.6217 -3.6943  0.05
H -3.0781 -3.7905 -5.0931  0.12
H -3.7427 -2.2708 -4.4713  0.12
H -2.0865 -0.6673 -6.6944  0.07
H -3.1329 -0.9443 -8.0088  0.10
H -4.4635 0.7094 -7.0585  0.07
H -5.0452 -0.5633 -6.0565  0.07
H -3.7849 0.4516 -5.3968  0.06
H -5.3260 -2.6838 -6.3584  0.11
H -4.3670 -4.0842 -6.9093  0.12
H -4.1096 -2.9553 -9.1505  0.08
H -5.0139 -1.5876 -8.5929  0.06
H -5.7598 -3.2379 -8.7334  0.07
C 0.1963 5.0095 2.1037  -0.14
C -1.2197 5.3785 1.6770  -0.15
O -2.0227 4.3234 2.2088  -0.15
S -1.2533 2.9671 1.9754  0.64
O -1.4566 2.4763 0.6731  -0.19
O -1.4767 2.1391 3.0670  -0.13
O 0.2185 3.5785 2.0206  -0.17
H 0.3711 5.2984 3.1451  0.14
H 0.9681 5.4335 1.4705  0.14
H -1.2737 5.3781 0.5775  0.14
H -1.5522 6.3664 1.9741  0.14
C -1.7077 0.0714 -0.4021  -0.18
C -1.7938 -0.9197 0.7542  -0.15
O -2.9585 -1.7188 0.4254  -0.16
S -2.8717 -2.0061 -1.1351  0.54
O -4.1389 -2.0831 -1.6980  -0.19
O -1.9522 -3.0669 -1.3269  -0.23
O -2.1710 -0.6436 -1.5514  -0.21
H -0.6859 0.4262 -0.5416  0.11
H -2.3361 0.9469 -0.2278  0.11
H -1.9728 -0.3585 1.6693  0.10
H -0.8898 -1.5184 0.8683  0.10

No. 3
# C34H85InN6O3P3

A structure of composition C34H85InN6O3P3 at a distorted geometry (wB97M-V/def2-TZVPD, OMol25).

Properties
HOMO-LUMO gap in Eh: 0.11860
Net charge: -1
Multiplicity: 1

Each line ends with the Löwdin charge.
Atoms and positions in Å:
C 5.8289 -0.5906 4.3773  -0.15
C 6.0030 -0.1558 2.7723  -0.27
C 4.7236 -0.6351 1.8428  -0.23
C 4.6002 -2.2996 1.7816  -0.21
C 4.3743 -2.8372 0.2443  -0.24
C 2.7931 -3.2048 -0.1092  -0.20
C 1.9064 -1.8374 0.1194  -0.23
C 0.3198 -1.9736 -0.2731  -0.21
C -0.5252 -0.5697 -0.2573  -0.20
C -0.0217 0.5374 0.8411  -0.20
C -1.3684 1.1152 1.6025  -0.22
C -1.9962 2.4751 0.9369  -0.21
C -3.6138 2.2272 0.7666  -0.23
C -4.4618 2.2261 2.1695  -0.29
C -5.7279 1.2041 1.9734  -0.33
In -5.7228 -0.6180 3.3141  0.48
C -7.8458 -0.7395 4.2163  -0.31
C -4.3096 -0.5221 5.0763  -0.29
C -2.7246 -0.3396 4.7014  -0.31
O -2.1141 -1.5080 4.0223  -0.26
C -1.2126 -2.2480 4.9271  -0.25
C -1.1375 -3.8112 4.3401  -0.12
P -5.4759 -2.6539 1.8305  0.59
C -6.4375 -4.1743 2.4689  -0.46
C -3.6629 -3.0476 1.3831  -0.44
H 6.0765 -1.7341 4.5554  0.07
H 4.7349 -0.3676 4.7586  0.08
H 6.5630 0.0275 5.0705  0.07
H 6.9572 -0.6781 2.3032  0.11
H 6.0688 1.0264 2.7039  0.11
H 4.8649 -0.1721 0.7642  0.10
H 3.7421 -0.1386 2.2996  0.11
H 5.5003 -2.8188 2.3210  0.10
H 3.6386 -2.5508 2.4416  0.11
H 4.7381 -1.9785 -0.4813  0.10
H 5.0299 -3.8196 0.1347  0.10
H 2.7888 -3.5208 -1.2457  0.11
H 2.4712 -4.0604 0.6253  0.12
H 2.4245 -0.8778 -0.3666  0.13
H 1.9375 -1.6250 1.2939  0.09
H 0.2512 -2.3902 -1.3890  0.11
H -0.1972 -2.8210 0.3901  0.12
H -0.5844 -0.0726 -1.3397  0.12
H -1.6516 -0.8512 0.0043  0.09
H 0.5858 1.4317 0.3503  0.11
H 0.6719 0.1042 1.6948  0.10
H -1.0068 1.4148 2.7002  0.11
H -2.2176 0.3240 1.7505  0.11
H -1.8064 3.3889 1.6808  0.11
H -1.4642 2.8024 -0.0791  0.11
H -3.7526 1.2633 0.1081  0.11
H -4.0322 3.1305 0.1209  0.09
H -4.9320 3.3187 2.2738  0.10
H -3.8271 2.0574 3.1378  0.08
H -6.7192 1.8075 2.1541  0.03
H -5.7756 0.8332 0.8407  0.04
H -7.7304 -1.4275 5.1567  -0.03
H -8.2684 0.3321 4.4387  -0.03
H -8.4928 -1.3495 3.4314  -0.03
H -4.4033 -1.5269 5.6859  0.04
H -4.6062 0.3750 5.8059  0.05
H -2.1476 -0.2445 5.7421  0.11
H -2.4793 0.6533 4.1190  0.08
H -0.1268 -1.8204 4.8182  0.12
H -1.5954 -2.3395 6.0309  0.12
H -2.2269 -4.2560 4.4795  0.08
H -0.9361 -3.8086 3.1813  0.07
H -0.3941 -4.4773 4.9562  0.07
H -7.5691 -3.8215 2.6066  0.03
H -6.4902 -5.0108 1.6188  0.03
H -5.9621 -4.5905 3.4595  0.02
H -2.9557 -3.2681 2.2888  -0.01
H -3.2230 -2.2207 0.6458  0.03
H -3.6821 -4.0467 0.7304  0.03
O 8.1109 -2.8865 -5.2883  -0.30
P 8.3049 -4.1801 -4.4597  0.75
N 7.2892 -3.6487 -3.2268  -0.36
C 7.5643 -2.9368 -2.0092  -0.13
C 5.8519 -3.7315 -3.4826  -0.12
N 9.9773 -3.8487 -4.1990  -0.32
C 10.6173 -3.4715 -2.9562  -0.14
C 10.6544 -3.0951 -5.2762  -0.15
N 8.5280 -5.6672 -3.5072  -0.31
C 8.2704 -5.9544 -2.1090  -0.11
C 9.4411 -6.6411 -4.1058  -0.15
H 7.0400 -3.4106 -1.1670  0.07
H 7.2417 -1.8932 -2.0599  0.09
H 8.6086 -2.9359 -1.7125  0.05
H 5.5109 -4.7640 -3.3580  0.07
H 5.6133 -3.4119 -4.5001  0.07
H 5.2634 -3.1008 -2.8037  0.07
H 10.3858 -2.4408 -2.6725  0.08
H 11.7101 -3.5421 -3.0395  0.08
H 10.3728 -4.1440 -2.1359  0.06
H 10.4463 -2.0199 -5.2036  0.08
H 10.3396 -3.4502 -6.2629  0.07
H 11.7433 -3.2320 -5.2401  0.08
H 8.8926 -5.3696 -1.4293  0.07
H 8.4632 -7.0074 -1.8683  0.08
H 7.2207 -5.8005 -1.8518  0.08
H 10.4707 -6.4861 -3.7627  0.08
H 9.4284 -6.5578 -5.1981  0.07
H 9.1486 -7.6692 -3.8724  0.07
O -4.5174 5.2654 -1.8582  -0.29
P -5.5184 6.0906 -2.7034  0.76
N -4.9458 7.5586 -2.1105  -0.37
C -5.3658 8.3623 -0.9957  -0.14
C -3.6867 8.0444 -2.6734  -0.13
N -6.8753 5.4563 -1.8482  -0.32
C -7.7413 6.1586 -0.9247  -0.14
C -6.7151 4.0823 -1.3256  -0.14
N -6.6692 7.0393 -3.6751  -0.31
C -7.1167 8.4138 -3.5543  -0.12
C -7.5813 6.2376 -4.4912  -0.15
H -5.4492 9.4157 -1.2987  0.08
H -4.6620 8.3088 -0.1606  0.09
H -6.3477 8.1141 -0.6045  0.05
H -3.8646 8.4798 -3.6616  0.07
H -2.9636 7.2322 -2.7815  0.07
H -3.2123 8.8133 -2.0498  0.08
H -7.2489 6.3515 0.0328  0.09
H -8.6434 5.5711 -0.7074  0.08
H -8.1276 7.0899 -1.3353  0.06
H -6.1418 4.0748 -0.3898  0.07
H -6.2100 3.4402 -2.0546  0.08
H -7.6869 3.6099 -1.1306  0.08
H -7.6651 8.6067 -2.6306  0.07
H -7.7909 8.6950 -4.3731  0.08
H -6.2852 9.1172 -3.6280  0.08
H -8.5075 6.0121 -3.9498  0.08
H -7.1105 5.2894 -4.7732  0.07
H -7.8401 6.7426 -5.4265  0.07

Which value of HOMO-LUMO gap does entry 3 give? 0.11860 Eh

The lowest HOMO-LUMO gap belongs to which entry? C34H85InN6O3P3